# C3HF

A 2-piece molecular cluster, C3HF overall in a non-equilibrium geometry (wB97M-V/def2-TZVPD, the OMol25 dataset).

Summary:
Net charge: 0
E_LUMO (alpha / beta), eV: -1.2 / -3.4
2S+1: 3
HOMO-LUMO gap (alpha / beta), eV: 9.7 / 7.1
E, eV: -5832.369
Energy relative to the best compared isomer or geometry (same formula, charge and spin), kcal/mol: 116.12
Expectation value of S²: 2.13

Last column: Mulliken spin population.
Element x y z (Å)
C: -2.517 0.641 0.538  0.8811
C: -2.714 0.503 -0.626  0.9345
C: 0.218 0.810 -0.629  0.1384
F: 0.627 1.491 0.472  0.0186
H: 0.665 -0.235 -0.543  0.0274

Forces on atoms 1 to 2 (eV/Å):
1.91 1.13 9.26
-1.11 -1.05 -9.49



# H28O14

A 14-piece molecular cluster, H28O14 overall in a non-equilibrium geometry (wB97M-V/def2-TZVPD, the OMol25 dataset).

Summary:
Net charge: 0
E_LUMO, eV: -0.7
2S+1: 1
HOMO-LUMO gap, eV: 8.6
E, eV: -29119.576
Energy relative to the best compared isomer or geometry (same formula, charge and spin), kcal/mol: 47.86

Last column: Mulliken charge in e.
Element x y z (Å)
O: -0.018 -0.658 2.996  -0.6876
H: 0.817 -0.751 3.444  0.3265
H: 0.269 -0.793 2.109  0.2303
O: 1.712 -2.764 0.224  -0.5670
H: 2.203 -3.571 0.073  0.3081
H: 2.379 -2.090 0.231  0.2962
O: -3.908 0.473 -1.079  -0.6953
H: -4.370 1.049 -1.658  0.2688
H: -3.023 0.580 -1.385  0.4486
O: -2.190 -2.179 1.272  -0.7033
H: -2.082 -2.094 0.302  0.3946
H: -2.127 -1.257 1.613  0.4064
O: -2.038 0.468 1.680  -0.7105
H: -2.491 1.344 1.902  0.3533
H: -1.314 0.574 2.295  0.2046
O: -1.531 -1.931 -1.450  -0.6435
H: -0.694 -2.025 -1.950  0.3360
H: -2.113 -1.505 -2.079  0.2890
O: 3.074 0.986 -2.024  -0.6617
H: 2.884 0.277 -1.432  0.2944
H: 3.444 1.749 -1.539  0.3209
O: 0.317 -0.320 0.343  0.8180
H: -0.515 -0.054 0.055  0.2031
H: 0.700 -0.622 -0.461  -0.2122
O: 1.145 -1.379 -2.266  -0.6380
H: 1.634 -0.925 -2.967  0.2727
H: 1.762 -1.990 -1.814  0.3061
O: -2.761 2.952 -0.434  -0.6613
H: -3.485 2.298 -0.508  0.3662
H: -1.904 2.513 -0.438  0.3719
O: 3.394 -0.636 0.629  -0.7161
H: 3.322 -0.776 1.594  0.3249
H: 4.269 -0.286 0.470  0.2592
O: -1.013 0.973 -1.825  -0.5828
H: -0.879 0.018 -1.767  -0.1118
H: -0.200 1.321 -2.126  0.3129
O: 1.943 1.630 1.825  -0.7406
H: 2.355 0.931 1.324  0.3295
H: 1.342 1.161 2.418  0.3670
O: -0.190 2.723 0.482  -0.6585
H: -0.560 2.603 1.385  0.3252
H: 0.438 1.983 0.534  0.2561

Forces on atoms 1 to 2 (eV/Å):
0.18 0.54 1.41
0.26 -0.16 0.98



# C5H13N

One molecule with the formula C5H13N in a non-equilibrium geometry (wB97M-V/def2-TZVPD, the OMol25 dataset).

Summary:
Structure (SMILES): CC(C)CCN
Net charge: 0
E_LUMO, eV: 1.2
2S+1: 1
HOMO-LUMO gap, eV: 10.5
E, eV: -6885.434
Energy relative to the best compared isomer or geometry (same formula, charge and spin), kcal/mol: 17.61

Last column: Mulliken charge in e.
Element x y z (Å)
C: 2.159 -0.302 0.694  -1.7052
C: 0.886 0.175 0.039  0.9484
C: 1.053 0.078 -1.497  -1.4106
C: -0.302 -0.695 0.505  -1.1118
C: -1.679 -0.248 -0.103  -0.6223
N: -2.049 1.043 0.424  -0.5026
H: 3.116 0.060 0.252  0.4114
H: 2.330 -1.397 0.773  0.3489
H: 2.286 -0.008 1.739  0.3947
H: 0.716 1.204 0.333  0.3613
H: 1.969 -0.472 -1.731  0.4386
H: 1.001 1.032 -2.016  0.2495
H: 0.268 -0.569 -1.915  0.3151
H: -0.418 -0.959 1.565  0.4411
H: -0.071 -1.649 -0.007  0.3393
H: -2.302 -1.136 -0.033  0.3148
H: -1.592 -0.227 -1.207  0.3463
H: -2.277 0.933 1.407  0.2194
H: -2.867 1.468 -0.002  0.2236

Forces on atoms 1 to 2 (eV/Å):
2.11 -0.45 1.13
0.01 -0.29 0.20



# C31H34Cl2FeNO8Si

C31H34Cl2FeNO8Si as an isolated structure (wB97M-V/def2-TZVPD, the OMol25 dataset).

Summary:
Net charge: -1
E_LUMO (alpha / beta), eV: 2.4 / 2.4
2S+1: 5
HOMO-LUMO gap (alpha / beta), eV: 6.1 / 6.9
E, eV: -117881.361
Energy relative to the best compared isomer or geometry (same formula, charge and spin), kcal/mol: 0.00
Expectation value of S²: 6.01

Last column: Mulliken spin population.
Element x y z (Å)
Fe: -0.057 0.031 -0.345  3.7645
C: 1.613 -3.578 0.920  0.0007
O: 0.365 -2.984 0.634  0.0128
C: -0.491 -2.932 1.759  0.0028
C: -0.439 -1.617 2.506  0.0138
O: -1.115 -0.587 1.754  0.0395
C: -1.355 0.614 2.504  0.0013
C: -0.133 1.484 2.600  0.0015
O: 0.114 1.965 1.298  0.0150
C: 1.268 2.773 1.202  0.0023
H: 1.486 -4.652 1.102  0.0000
H: 2.100 -3.118 1.783  0.0006
H: 2.249 -3.438 0.046  -0.0006
H: -0.240 -3.748 2.444  0.0009
H: -1.504 -3.081 1.395  -0.0036
H: 0.593 -1.338 2.714  -0.0011
H: -0.978 -1.740 3.449  0.0012
H: -1.712 0.360 3.506  0.0005
H: -2.124 1.148 1.955  -0.0040
H: 0.735 0.925 2.964  -0.0007
H: -0.330 2.314 3.285  -0.0001
H: 1.130 3.712 1.748  0.0006
H: 1.424 2.990 0.145  0.0007
H: 2.148 2.253 1.600  -0.0006
Cl: 3.922 -0.659 2.894  0.0002
C: 4.025 -0.232 1.207  0.0056
C: 5.292 -0.077 0.617  -0.0010
C: 5.416 0.280 -0.693  0.0032
Cl: 7.015 0.456 -1.390  0.0004
C: 4.265 0.521 -1.482  -0.0063
C: 4.269 0.946 -2.826  0.0017
C: 3.087 1.184 -3.456  0.0012
C: 1.879 0.993 -2.755  0.0091
N: 1.847 0.581 -1.523  0.0807
C: 3.001 0.349 -0.876  0.0108
C: 2.833 -0.063 0.502  -0.0156
O: 1.670 -0.224 0.979  -0.0831
H: 6.179 -0.240 1.215  -0.0002
H: 5.212 1.086 -3.341  0.0002
H: 3.066 1.520 -4.486  -0.0005
H: 0.913 1.181 -3.220  -0.0070
O: -3.098 1.616 0.152  -0.0013
C: -2.344 2.111 -0.703  0.0118
O: -1.172 1.723 -1.017  0.0729
C: -2.856 3.305 -1.489  0.0018
C: -4.212 3.576 -1.514  -0.0006
C: -4.731 4.661 -2.236  0.0004
C: -3.827 5.447 -2.901  -0.0002
O: -4.074 6.567 -3.665  0.0000
C: -2.802 7.017 -4.142  0.0000
O: -1.807 6.132 -3.623  0.0000
C: -2.478 5.185 -2.874  0.0016
C: -1.954 4.123 -2.187  0.0075
H: -4.872 2.919 -0.955  -0.0002
H: -5.794 4.873 -2.270  0.0000
H: -2.617 8.029 -3.788  0.0000
H: -2.788 6.990 -5.230  0.0000
H: -0.894 3.892 -2.177  -0.0016
C: -2.651 -0.272 -3.085  0.0128
Si: -1.322 -1.167 -2.079  0.0363
C: -0.238 -1.932 -3.458  0.0090
C: -2.354 -2.640 -1.428  -0.0222
C: -3.475 -2.375 -0.630  0.0137
C: -4.263 -3.400 -0.113  -0.0023
C: -3.939 -4.729 -0.368  0.0052
C: -2.830 -5.020 -1.156  -0.0034
C: -2.057 -3.986 -1.686  0.0070
H: -3.053 -0.938 -3.863  0.0008
H: -2.241 0.630 -3.567  -0.0010
H: -3.481 0.048 -2.437  0.0009
H: -0.836 -2.540 -4.160  0.0006
H: 0.565 -2.567 -3.045  -0.0002
H: 0.241 -1.127 -4.036  -0.0010
H: -3.728 -1.336 -0.403  0.0025
H: -5.125 -3.163 0.503  -0.0001
H: -4.547 -5.531 0.043  0.0005
H: -2.573 -6.055 -1.366  0.0000
H: -1.193 -4.234 -2.303  0.0015

Forces on atoms 1 to 2 (eV/Å):
-0.01 0.82 0.51
-0.15 0.18 -0.16



# C7H9PS

One molecule with the formula C7H9PS in a non-equilibrium geometry (wB97M-V/def2-TZVPD, the OMol25 dataset).

Summary:
Structure (SMILES): Cc1c[pH]c(=S)cc1C
Net charge: 0
E_LUMO, eV: -0.5
2S+1: 1
HOMO-LUMO gap, eV: 7.7
E, eV: -27527.127
Energy relative to the best compared isomer or geometry (same formula, charge and spin), kcal/mol: 19.51

Last column: Mulliken charge in e.
Element x y z (Å)
C: -1.182 0.964 0.417  -1.4640
C: 0.241 0.680 0.033  0.8311
C: 1.143 1.677 0.027  -0.7050
P: 2.864 1.533 -0.461  -0.0989
C: 3.179 -0.169 -0.041  0.0882
S: 4.592 -0.853 0.366  -0.2645
C: 1.847 -1.147 -0.356  -0.9242
C: 0.590 -0.699 -0.291  1.1646
C: -0.529 -1.669 -0.542  -1.4837
H: -1.277 1.966 0.824  0.3979
H: -1.526 0.244 1.158  0.3216
H: -1.834 0.879 -0.451  0.3140
H: 0.830 2.695 0.216  0.3248
H: 3.454 2.151 0.645  0.0463
H: 2.115 -2.174 -0.513  0.3826
H: -0.158 -2.557 -1.047  0.4102
H: -1.300 -1.219 -1.162  0.3360
H: -0.985 -1.979 0.397  0.3230

Forces on atoms 1 to 2 (eV/Å):
0.01 -0.02 -0.12
0.24 0.84 0.26



# C7H12INO2

One molecule with the formula C7H12INO2 in a non-equilibrium geometry (wB97M-V/def2-TZVPD, the OMol25 dataset).

Summary:
Structure (SMILES): CN1CCCC[C@]1(I)C(=O)O
Net charge: 0
E_LUMO, eV: 0.0
2S+1: 1
HOMO-LUMO gap, eV: 8.7
E, eV: -21138.707
Energy relative to the best compared isomer or geometry (same formula, charge and spin), kcal/mol: 3.51

Last column: Mulliken charge in e.
Element x y z (Å)
C: 0.055 0.719 -2.192  -1.2081
N: -0.151 0.212 -0.866  0.3289
C: -1.013 -1.014 -0.873  -0.6923
C: -1.632 -1.318 0.447  -0.7423
C: -0.547 -1.328 1.542  -0.8527
C: 0.165 -0.006 1.617  -0.4644
C: 0.571 0.523 0.233  -0.1413
I: 2.823 -0.745 0.001  -0.2020
C: 0.895 1.980 0.242  0.4674
O: -0.041 2.734 0.324  -0.5507
O: 2.154 2.401 0.310  -0.4419
H: 0.036 -0.178 -2.825  0.4942
H: -0.690 1.521 -2.288  0.3423
H: 1.047 1.207 -2.244  0.3559
H: -0.417 -1.960 -1.011  0.2916
H: -1.701 -0.808 -1.666  0.5925
H: -2.174 -2.286 0.370  0.3436
H: -2.375 -0.495 0.694  0.3185
H: -0.687 -1.534 2.508  0.5293
H: 0.039 -2.095 1.033  0.2684
H: -0.324 0.877 2.130  0.4149
H: 1.103 -0.132 2.234  0.3010
H: 2.862 1.725 0.282  0.2471

Forces on atoms 1 to 2 (eV/Å):
0.94 0.97 0.69
-0.54 -2.27 2.39